Computed, not measured: a molecular structure, C51H55GeN5O8Pb, with ωB97M-V/def2-TZVPD.

XYZ file:
```
121
Properties=species:S:1:pos:R:3
Pb 0.74576 -0.98563 -0.06049
C 0.80074 -2.71827 -4.64823
C 1.33061 -2.33881 -3.27072
O 0.45396 -2.20500 -2.37680
C 2.71363 -2.17335 -3.14722
C 3.49329 -1.84435 -1.99293
C 4.99410 -1.87507 -2.18167
N 3.01432 -1.53871 -0.81470
N 3.99678 -1.40269 0.17418
C 3.52544 -1.14158 1.35761
O 2.30756 -0.94260 1.72562
C 4.56411 -1.08562 2.44195
C 5.87519 -0.69445 2.18504
C 6.79967 -0.61011 3.21695
C 6.42923 -0.92478 4.51964
C 5.12324 -1.31915 4.78224
C 4.19557 -1.38954 3.75030
H 0.10562 -1.94207 -4.97859
H 1.59162 -2.83279 -5.39093
H 0.24006 -3.65365 -4.57021
H 3.28716 -2.34350 -4.04879
H 5.24579 -2.03304 -3.23000
H 5.43203 -0.93989 -1.83119
H 5.42970 -2.66917 -1.57285
H 6.15154 -0.45939 1.16457
H 7.81178 -0.28182 3.00857
H 7.15116 -0.85165 5.32472
H 4.82273 -1.55957 5.79535
H 3.16772 -1.67739 3.93754
O -2.43426 1.69855 1.37068
H -2.14274 1.33151 2.23108
H -2.31333 0.91190 0.82057
C -6.33963 -4.90294 -2.58439
C -4.81823 -4.78880 -2.50644
N -4.31026 -3.42061 -2.57303
C -3.74789 -2.94846 -3.83473
C -4.80326 -2.44050 -4.81402
C -4.51608 -2.63096 -1.47749
O -5.13156 -3.04401 -0.50560
C -3.94311 -1.24522 -1.51060
C -4.77722 -0.13934 -1.52024
C -4.21734 1.12820 -1.54566
C -2.83442 1.23850 -1.57499
N -2.02763 0.17781 -1.56622
C -2.57047 -1.03573 -1.51600
H -6.63245 -5.95635 -2.57200
H -6.72691 -4.44682 -3.49848
H -6.78841 -4.40689 -1.72622
H -4.36054 -5.33955 -3.32851
H -4.47763 -5.22723 -1.56777
H -3.19291 -3.77532 -4.27863
H -3.03070 -2.15928 -3.63404
H -5.48251 -3.24114 -5.11513
H -4.32638 -2.03603 -5.71029
H -5.39017 -1.64573 -4.34850
H -5.85252 -0.27557 -1.48684
H -4.83820 2.01464 -1.53074
H -2.34797 2.21026 -1.60464
H -1.87139 -1.86825 -1.48828
O -1.75126 -0.11865 3.34666
C -1.93108 -1.11197 2.61718
O -1.74751 -1.21052 1.38166
C -2.51031 -2.36032 3.29404
C -2.86810 -2.32171 4.63519
C -3.46205 -3.42233 5.24567
C -3.69223 -4.57791 4.52067
C -3.30954 -4.60930 3.18868
C -2.72894 -3.51919 2.56365
N -3.53604 -5.84592 2.42356
O -3.12180 -5.90366 1.28677
O -4.12872 -6.76069 2.97537
H -2.67119 -1.40333 5.17441
H -3.74806 -3.38021 6.28920
H -4.15234 -5.44888 4.96241
H -2.45742 -3.54834 1.51754
Ge 2.04162 2.18815 1.12102
C 1.17437 2.15048 2.87749
C 1.73351 1.40128 3.91248
C 1.19941 1.44527 5.19440
C 0.09591 2.24381 5.46343
C -0.48025 2.98545 4.43973
C 0.05598 2.93624 3.15964
C 2.75669 4.07227 1.03195
C 2.00641 5.23914 1.18428
C 2.57837 6.49978 1.05075
C 3.93201 6.62653 0.76550
C 4.70762 5.48036 0.63196
C 4.12303 4.22648 0.76751
H 3.41524 1.50464 1.28858
H 2.58256 0.76283 3.70293
H 1.64495 0.84866 5.98380
H -0.31990 2.28241 6.46376
H -1.35524 3.59479 4.63611
H -0.42833 3.49397 2.36481
H 0.94602 5.17543 1.41090
H 1.96560 7.38813 1.16207
H 4.37685 7.60821 0.64947
H 5.76740 5.56386 0.41362
H 4.73684 3.33728 0.65274
C 1.05611 0.92994 -2.81696
C 1.29686 2.04477 -1.78604
C 2.78061 2.44218 -1.92740
C 0.98549 1.50511 -0.36763
C 0.44819 3.28258 -2.14749
C -0.12866 4.09160 -1.16690
C -0.84838 5.23590 -1.48687
C -1.01948 5.61347 -2.81092
C -0.46349 4.82019 -3.80621
C 0.25635 3.67774 -3.47605
H 1.74949 0.11425 -2.60849
H 1.25952 1.25348 -3.84296
H 0.03835 0.54284 -2.75222
H 3.40784 1.65366 -1.49515
H 2.99765 3.38122 -1.41941
H 3.04937 2.55786 -2.98256
H -0.06031 1.70979 -0.11084
H -0.02867 3.80866 -0.12900
H -1.28100 5.83382 -0.69215
H -1.57303 6.50963 -3.06646
H -0.59147 5.08700 -4.84941
H 0.67456 3.08884 -4.28228
```

Calculated values
2S+1: 1
frontier orbital gap: 5.611 eV
total charge: -2
energy above the lowest of the compared OMol25 structures with the same formula, charge and spin: 0.0 kJ/mol
total energy: -139374.4636 eV
highest occupied orbital energy: -1.7685 eV

Atomic partial charges in e from the Mulliken method, atoms 1 to 4:
1 Pb 1.82
2 C -1.46
3 C 0.96
4 O -0.62

***

Computed, not measured: a molecular structure, C18H23BrI2N2O3 at a distorted geometry, with ωB97M-V/def2-TZVPD.

XYZ file:
```
49
Properties=species:S:1:pos:R:3
C 4.05056 0.86459 2.06346
C 4.16098 1.03317 0.47736
I 5.14960 2.87446 -0.21223
C 3.65409 0.04522 -0.39838
I 3.87621 0.33097 -2.57401
N 2.95970 -1.18619 0.00503
C 3.66932 -2.14749 0.85155
O 4.84482 -2.55094 0.71061
C 2.56003 -2.48547 1.94870
C 2.63113 -3.23484 3.29309
C 1.32082 -3.36734 4.11664
C -0.03316 -2.73005 3.64220
C -0.08794 -1.94418 2.29132
C -1.45279 -1.24336 1.77706
C -1.23786 0.36467 1.95839
C -2.62447 1.14588 2.22152
Br -0.08298 0.79591 3.55797
C 1.20398 -1.85188 1.45372
C 1.49676 -1.18214 0.04100
O 0.70895 -0.78357 -0.85782
H 2.99894 0.65470 2.45149
H 4.82617 0.07316 2.37772
H 4.39654 1.84382 2.56404
H 3.62798 -3.68720 3.62753
H 1.36457 -3.94972 5.09741
H -0.95386 -2.86944 4.31820
H -1.65790 -1.54092 0.69475
H -2.33672 -1.60697 2.41749
H -0.73274 0.72408 0.98396
H -3.43042 0.91856 1.44757
H -3.01923 0.83883 3.25389
H -2.40003 2.27762 2.25701
C -2.83389 0.88505 -4.87989
C -2.15034 0.28720 -3.65289
C -2.59065 0.93700 -2.32496
O -2.00878 2.21250 -2.07254
C -2.65840 3.29358 -2.72017
N -0.69610 0.36173 -3.83548
H -2.42682 1.86059 -5.15407
H -2.69856 0.23030 -5.74641
H -3.90928 0.99661 -4.71480
H -2.43625 -0.76979 -3.60983
H -2.24883 0.29309 -1.50709
H -3.68384 0.98709 -2.24346
H -3.73987 3.14489 -2.78745
H -2.23174 3.44854 -3.71324
H -2.46898 4.19754 -2.13744
H -0.24576 -0.12504 -3.06118
H -0.42296 1.33519 -3.69732
```

Calculated values
2S+1: 1
frontier orbital gap: 7.555 eV
energy above the lowest of the compared OMol25 structures with the same formula, charge and spin: 0.0 kJ/mol
total energy: -114399.0899 eV
highest occupied orbital energy: -8.8305 eV

Atomic partial charges in e from the Mulliken method, atoms 1 to 4:
1 C -0.67
2 C -0.09
3 I 0.06
4 C -0.31

***

Computed, not measured: a gas-phase ion, C3H2F3N2 (charge +1) at a distorted geometry, with ωB97M-V/def2-TZVPD.

XYZ file:
```
10
Properties=species:S:1:pos:R:3
C -0.86715 -0.66683 -0.69249
C -0.13690 -1.42116 -1.48366
C 0.44811 0.79269 0.93089
N -0.74037 0.13056 0.41172
N 1.28451 1.37300 0.21588
F 0.53910 -1.64157 -2.50668
F 0.53819 0.54966 2.24901
F 2.45193 1.81584 0.55567
H -1.87065 -1.08778 -0.63411
H -1.64678 0.15560 0.95377
```

Calculated values
2S+1: 1
frontier orbital gap: 7.760 eV
total charge: +1
energy above the lowest of the compared OMol25 structures with the same formula, charge and spin: 208.5 kJ/mol
total energy: -14260.6956 eV
highest occupied orbital energy: -15.4409 eV

Atomic partial charges in e from the Mulliken method, atoms 1 to 4:
1 C 0.07
2 C 0.44
3 C 0.47
4 N -0.13

***

Question: Which value of 2S+1 does entry 1 give?
Answer: 1

***

Repeat the third record exactly.
Computed, not measured: a gas-phase ion, C3H2F3N2 (charge +1) at a distorted geometry, with ωB97M-V/def2-TZVPD.

XYZ file:
```
10
Properties=species:S:1:pos:R:3
C -0.86715 -0.66683 -0.69249
C -0.13690 -1.42116 -1.48366
C 0.44811 0.79269 0.93089
N -0.74037 0.13056 0.41172
N 1.28451 1.37300 0.21588
F 0.53910 -1.64157 -2.50668
F 0.53819 0.54966 2.24901
F 2.45193 1.81584 0.55567
H -1.87065 -1.08778 -0.63411
H -1.64678 0.15560 0.95377
```

Calculated values
2S+1: 1
frontier orbital gap: 7.760 eV
total charge: +1
energy above the lowest of the compared OMol25 structures with the same formula, charge and spin: 208.5 kJ/mol
total energy: -14260.6956 eV
highest occupied orbital energy: -15.4409 eV

Atomic partial charges in e from the Mulliken method, atoms 1 to 4:
1 C 0.07
2 C 0.44
3 C 0.47
4 N -0.13